Entry from the OMol25 dataset: a structure of composition C17H30IN3O2S4SbSiTa (ωB97M-V/def2-TZVPD).

```
! wB97M-V def2-TZVPD RIJCOSX def2/J DEFGRID3
* xyz 0 1
H 0.173 4.283 0.525
S -0.259 2.667 -4.707
C 3.112 -0.089 0.991
C 1.136 -2.308 0.675
C -3.495 -2.649 0.200
H -4.029 -5.866 -0.707
H -2.717 5.160 -0.253
H -2.254 -4.130 -0.724
H 2.501 1.872 1.181
H 4.129 0.295 0.877
C 1.680 0.889 2.794
H 2.074 -2.827 0.895
H 1.800 1.847 3.305
H -4.942 -1.349 1.092
I -6.963 -6.014 0.213
C -0.283 3.963 1.465
C -3.093 4.664 0.644
H -3.160 5.411 1.439
H -0.062 -2.480 2.456
H 3.415 -1.566 -0.522
H 2.814 -0.047 -1.157
C 0.565 -1.728 1.974
Ta -0.707 0.280 -0.499
H 0.411 3.264 1.937
H -2.703 1.387 2.684
H 3.176 -0.855 1.769
H -0.363 4.838 2.116
C -5.749 -3.303 0.714
H -1.724 2.610 -1.160
H 0.453 -3.045 0.273
C -2.733 2.478 2.695
C -2.445 -1.618 0.188
C -5.476 -4.568 0.206
C 0.186 0.546 2.818
H -0.400 1.439 2.620
S 1.959 -0.662 -3.960
H -1.186 -0.656 1.980
H -0.092 0.194 3.818
H 1.368 -1.522 2.673
H 2.248 0.169 3.391
H -3.786 2.762 2.764
N 2.193 0.950 1.444
C -4.753 -2.342 0.708
C -3.231 -3.915 -0.313
O -1.287 -1.866 -0.272
H 1.194 -1.675 -1.263
C 2.718 -0.743 -0.330
C -1.933 2.017 -0.263
N -0.206 -0.467 1.800
C -4.223 -4.880 -0.309
H -6.730 -3.074 1.106
Si -1.985 3.245 1.142
Sb 0.468 0.940 -3.529
O -2.637 -0.432 0.593
N 1.335 -1.264 -0.339
H -2.242 2.830 3.607
H -2.956 1.629 -0.341
S 0.970 1.718 -1.242
S -1.487 -0.260 -2.600
H -4.104 4.309 0.431
*
```

Calculated values
HOMO-LUMO gap: 0.2581 Eh
Highest occupied orbital energy: -8.10 eV

Entry from the OMol25 dataset: the ion C4H11INO with charge +1 at a distorted geometry (ωB97M-V/def2-TZVPD).

```
! wB97M-V def2-TZVPD RIJCOSX def2/J DEFGRID3
* xyz 1 1
O -0.301 0.904 -1.464
C -1.214 -1.718 -0.816
H -1.577 -2.638 -0.376
N 1.204 0.174 0.228
C -0.294 0.557 -0.150
H 1.621 0.035 -0.712
H -1.742 -1.320 -1.699
H 3.002 1.150 0.866
H -0.916 -0.935 1.255
I -3.305 0.185 0.429
H -1.254 1.076 -1.762
H 1.651 1.149 2.122
H -0.198 -1.843 -1.267
H -0.518 1.254 0.612
C 1.956 1.270 1.036
H 1.815 2.360 0.825
C -1.302 -0.775 0.258
H 1.373 -0.885 0.614
*
```

Calculated values
Structure (SMILES): C[NH2+][C@@H](O)[C@H](C)I
HOMO-LUMO gap: 0.3533 Eh
Highest occupied orbital energy: -13.25 eV

Entry from the OMol25 dataset: a structure of composition C32H50AlClO2P at a distorted geometry (ωB97M-V/def2-TZVPD).

```
! wB97M-V def2-TZVPD RIJCOSX def2/J DEFGRID3
* xyz -1 1
C -1.211 2.975 0.476
C 4.820 1.837 -2.975
H 4.302 2.796 -2.833
H 1.721 -5.061 -1.183
H -4.259 1.413 -4.083
C -3.387 2.841 1.860
H 3.210 3.856 2.417
C 4.353 1.213 -4.297
C 3.273 2.769 2.537
H 4.445 1.952 -5.101
C -3.373 1.334 1.583
H 2.221 1.554 -4.192
H 5.146 0.040 -1.817
H 5.422 2.858 2.355
H 4.993 -3.848 0.508
C 4.911 0.861 2.999
O -0.209 -1.626 -2.770
H 4.607 -0.898 1.787
H -3.390 -3.583 0.406
H 4.325 0.405 3.809
H -2.225 4.604 1.506
H 5.016 0.377 -4.554
C -5.127 -0.453 -3.411
H 5.847 -3.823 -1.039
H -3.756 3.022 2.876
H -2.813 0.813 2.385
C -2.735 0.997 0.208
H -4.086 3.295 1.147
H 1.833 2.332 0.975
H -1.417 3.478 2.563
C 2.878 2.091 1.220
H -1.322 1.580 -1.222
H -6.150 -0.145 -3.612
H -5.692 -2.451 -2.779
H -3.481 0.643 -0.546
C 2.431 -4.445 -0.619
C -1.769 1.793 -0.245
P 2.333 -0.284 -0.199
C 3.064 0.566 1.306
H 2.545 2.485 3.308
C -4.071 0.426 -3.664
H 4.171 -5.698 -0.873
H 1.040 -2.844 -0.143
O -1.234 -1.425 -0.786
H -4.411 0.968 1.610
C -4.885 -1.737 -2.918
C -2.760 0.051 -3.370
H -3.347 -3.094 -2.186
H 2.473 1.522 -1.699
H 2.388 0.181 2.096
C -2.557 -1.176 -2.733
H 1.615 -0.478 -2.974
H -1.903 0.691 -3.597
C 2.914 0.704 -4.237
C 4.866 -3.677 -0.570
H 5.164 -1.545 -0.368
H 3.268 -1.091 -3.092
Cl -0.934 -0.926 2.265
C 2.670 -0.171 -3.003
H 4.347 -2.026 -1.863
C 4.679 2.377 3.004
H 2.365 -4.759 0.431
H 3.496 2.495 0.403
H 5.966 0.641 3.202
C 4.535 0.951 -1.753
H 3.856 -4.616 -2.226
H -3.364 -2.972 2.159
H 2.668 0.128 -5.137
C 3.054 0.580 -1.718
H 4.837 1.480 -0.841
H -0.199 2.716 0.838
H 3.137 -2.218 0.942
C 1.980 -2.976 -0.701
H 5.189 0.502 0.881
C 4.411 -2.230 -0.786
C -2.040 3.533 1.663
H 5.894 2.055 -3.022
H 4.849 2.764 4.015
C 3.045 -2.012 -0.140
C -1.216 -1.436 -2.093
Al -2.374 -1.084 0.635
C 3.854 -4.681 -1.130
H 1.733 -2.713 -1.742
H -1.030 3.814 -0.214
C 4.501 0.190 1.681
C -3.092 -2.788 1.100
C -3.586 -2.109 -2.587
*
```

Calculated values
HOMO-LUMO gap (spin up / spin down): 0.1692 / 0.1692 Eh
Highest occupied orbital energy (spin up / spin down): -2.03 / -2.03 eV

Entry from the OMol25 dataset: a cluster of 2 separate species, C4H4O3S in total at a distorted geometry (ωB97M-V/def2-TZVPD).

```
! wB97M-V def2-TZVPD RIJCOSX def2/J DEFGRID3
* xyz -2 1
C -2.442 0.773 0.013
H -0.235 -1.789 -0.021
S 4.479 0.320 0.666
C -1.015 0.061 -0.217
H 2.209 -0.059 0.568
C -0.936 -1.066 0.362
C 2.981 0.231 -0.226
O -2.576 1.903 -0.411
O 2.818 0.400 -1.390
H -0.332 0.459 -0.932
H -1.683 -1.302 1.040
O -3.270 0.068 0.548
*
```

Calculated values
HOMO-LUMO gap: 0.2385 Eh
Highest occupied orbital energy: -0.84 eV